1.
Formula: H24O12
Source: the Open Molecules 2025 dataset
Level of theory: wB97M-V/def2-TZVPD

The geometry in ORCA input format:
```
! wB97M-V def2-TZVPD RIJCOSX def2/J DEFGRID3
* xyz 0 1
O -1.66417 -2.32556 0.69261
H -0.84917 -2.83456 0.64761
H -1.96617 -2.03956 -0.16839
O 3.33983 0.67044 0.54861
H 2.81183 0.05444 0.96261
H 4.09583 0.74744 1.09061
O -0.58117 2.88044 0.81961
H -0.02417 2.12344 0.86361
H -1.02617 2.90844 1.67661
O 0.03583 -0.31356 -4.00139
H 0.54683 0.16944 -3.28839
H -0.00917 0.43344 -4.57939
O 0.52383 -2.14756 -1.51639
H -0.28017 -1.72856 -1.57939
H 0.24183 -3.09756 -1.50839
O 1.34183 0.91544 3.53161
H 0.98083 1.48444 4.22161
H 0.51883 0.74244 3.10661
O -1.11117 -0.05656 2.44261
H -1.49717 0.80544 2.37761
H -1.79817 -0.66856 2.29961
O 0.18083 0.31044 0.06961
H 0.28883 -0.54656 0.51461
H -0.44517 0.04844 -0.60139
O -1.68017 -0.64056 -1.75039
H -1.48017 -0.32956 -2.64839
H -2.03417 0.08344 -1.20039
O 1.68983 1.01344 -2.37639
H 2.14183 0.25944 -2.76139
H 1.46383 0.90044 -1.52339
O -2.63117 1.63344 -0.42139
H -3.32717 2.19144 -0.02239
H -1.84917 1.96244 0.08861
O 1.62783 -1.59356 1.27561
H 1.03483 -1.72856 2.03961
H 1.38883 -2.28756 0.67761
*
```

- SMILES = O.O.O.O.O.O.O.O.O.O.O.O

Atomic partial charges in e from the natural (NBO) method, atoms 1 to 2: O -0.973; H 0.471

=====

2.
Formula: H24O12
Source: the Open Molecules 2025 dataset
Level of theory: wB97M-V/def2-TZVPD

The geometry in ORCA input format:
```
! wB97M-V def2-TZVPD RIJCOSX def2/J DEFGRID3
* xyz 0 1
O -0.89142 -2.33923 2.44434
H -0.81928 -1.40582 2.59442
H -0.21917 -2.78904 2.95118
O -2.76444 0.59983 -0.34434
H -2.15508 -0.13097 -0.45773
H -3.58240 0.19150 -0.43754
O -1.67985 1.67845 -2.62366
H -1.84176 1.25169 -1.77760
H -2.22496 2.43258 -2.66551
O 3.31184 -0.45850 -1.17056
H 2.60360 -0.62686 -1.78970
H 4.13618 -0.98963 -1.44794
O -1.23497 0.55633 2.42497
H -2.15642 0.52508 2.54987
H -1.08606 0.44228 1.47646
O 0.02210 0.09437 0.00504
H 0.71948 -0.03436 0.62046
H 0.41123 0.53024 -0.76103
O -0.36329 -3.03438 -0.38383
H -0.14420 -2.81115 0.52170
H -1.32656 -2.92273 -0.41573
O 1.02776 1.44322 -1.97876
H 1.77777 1.48507 -2.55308
H 0.26686 1.22459 -2.58099
O -0.49924 3.63411 -0.92822
H -0.17370 2.82324 -1.33987
H -0.71375 4.17087 -1.68362
O -1.27059 -1.18203 -2.26572
H -0.63056 -1.35029 -2.90185
H -0.80761 -1.39280 -1.49291
O 2.44574 0.00549 1.60039
H 2.84006 -0.18343 0.73097
H 2.37127 0.94636 1.66900
O 1.75393 -1.06327 4.23122
H 1.63254 -0.84628 3.35916
H 1.26498 -0.47455 4.82101
*
```

- SMILES = O.O.O.O.O.O.O.O.O.O.O.O

Atomic partial charges in e from the natural (NBO) method, atoms 1 to 2: O -0.985; H 0.496

=====

3.
Formula: H24O12
Source: the Open Molecules 2025 dataset
Level of theory: wB97M-V/def2-TZVPD

The geometry in ORCA input format:
```
! wB97M-V def2-TZVPD RIJCOSX def2/J DEFGRID3
* xyz 0 1
O -0.13657 0.21666 0.19564
H 0.59094 0.83038 0.09414
H 0.13748 -0.36528 0.90448
O -2.02113 -1.59709 -4.22675
H -1.47739 -2.13015 -4.80677
H -1.43868 -1.35571 -3.50652
O -0.45877 5.60354 -1.62671
H 0.25979 5.32742 -1.05779
H -0.85405 6.34650 -1.17064
O 2.40739 3.94916 1.50957
H 2.05931 4.37498 2.29298
H 3.30543 3.71413 1.74311
O 2.98934 -1.63944 2.64571
H 3.89785 -1.45958 2.88755
H 2.49567 -1.51228 3.45587
O -0.15357 -0.49926 5.60026
H -0.23335 -1.43889 5.76445
H -1.03884 -0.15764 5.72602
O 2.43408 3.06596 -4.26762
H 2.96897 3.48932 -3.59614
H 1.60883 3.55084 -4.25805
O -5.84492 0.05975 1.48930
H -6.09916 0.74695 0.87339
H -4.90748 -0.06227 1.33915
O 3.53427 -2.02399 -2.95207
H 3.81541 -1.21130 -3.37246
H 2.85850 -1.75174 -2.33124
O -1.97135 -4.01895 2.20761
H -1.61474 -4.75849 1.71553
H -2.29967 -4.40648 3.01893
O 1.49509 -6.26717 1.22389
H 2.31840 -6.55020 0.82606
H 1.56824 -5.31411 1.27464
O -3.76169 2.55836 -3.20430
H -3.46879 1.70740 -3.53037
H -2.96485 2.97865 -2.88083
*
```

- SMILES = O.O.O.O.O.O.O.O.O.O.O.O

Atomic partial charges in e from the natural (NBO) method, atoms 1 to 2: O -0.943; H 0.469

=====

4.
Formula: H24O12
Source: the Open Molecules 2025 dataset
Level of theory: wB97M-V/def2-TZVPD

The geometry in ORCA input format:
```
! wB97M-V def2-TZVPD RIJCOSX def2/J DEFGRID3
* xyz 0 1
H -0.49889 -0.51937 0.72473
H -0.03254 0.50745 -0.45847
H -2.92815 1.69909 2.15146
H -3.52635 3.01346 2.54390
H 2.42477 -0.19189 -1.37413
H 1.18895 -0.89042 -1.79811
H -5.12605 2.08974 -1.04454
H -3.75385 1.43322 -1.20450
H -3.96804 -2.95701 0.23813
H -3.43812 -4.27279 -0.12333
H 3.93814 1.30233 1.62348
H 4.72300 2.57661 1.76246
H 3.35630 -2.64519 0.02376
H 4.02094 -2.11683 -1.23962
H 1.61014 1.95167 -1.04187
H 2.40297 2.53596 -2.31025
H -0.87402 4.82862 -0.62220
H 0.07149 4.78419 -1.77026
H 1.71285 -2.03316 3.34647
H 2.54432 -0.94393 3.54674
H -0.28101 -4.63088 -1.67953
H 0.68691 -3.92917 -0.93894
H -2.03073 -1.03009 -0.85402
H -2.21869 -1.24133 0.71030
O -0.17907 0.33578 0.53605
O -3.49712 2.10552 2.81694
O 1.64366 -0.09077 -2.02378
O -4.66846 1.33003 -0.89738
O -3.57251 -3.34156 -0.51842
O 4.09217 2.10032 1.21858
O 4.14170 -2.26649 -0.35707
O 2.50835 2.05338 -1.52752
O -0.52902 5.40815 -1.29991
O 2.06517 -1.39206 2.81927
O -0.26721 -4.07079 -0.95585
O -1.74201 -1.49179 -0.02256
*
```

- SMILES = O.O.O.O.O.O.O.O.O.O.O.O

Atomic partial charges in e from the natural (NBO) method, atoms 1 to 2: H 0.490; H 0.471

=====

5.
Formula: H24O12
Source: the Open Molecules 2025 dataset
Level of theory: wB97M-V/def2-TZVPD

The geometry in ORCA input format:
```
! wB97M-V def2-TZVPD RIJCOSX def2/J DEFGRID3
* xyz 0 1
H -0.72961 0.26766 0.58144
H 0.69489 -0.15436 0.90196
H 3.13114 -0.32332 -2.35714
H 3.98416 0.93407 -2.31995
H 4.79286 -0.85280 0.64518
H 4.36113 -1.61526 1.88708
H -3.78458 -2.98855 -2.45028
H -2.85669 -3.09136 -1.25090
H 1.80760 -0.43388 -0.91124
H 3.09881 0.23348 -0.46690
H -0.31012 1.99132 -0.44872
H 0.98680 1.82878 -1.22435
H -2.00136 -0.78193 2.64746
H -1.09819 -1.98890 2.45372
H -3.24121 2.55432 -1.88294
H -4.34429 2.78489 -2.90278
H 2.18059 -3.51614 0.09867
H 1.28007 -2.99970 1.20880
H -2.83311 -0.73058 -1.33598
H -2.48557 -0.28819 0.07595
H 1.96583 3.72899 1.59976
H 3.23309 4.53856 1.82041
H -5.52611 1.33943 3.19630
H -4.01125 1.31684 3.31766
O 0.17028 0.30787 0.23855
O 4.04585 -0.02729 -2.28883
O 5.05035 -1.02767 1.55738
O -3.03937 -3.49443 -2.10715
O 2.65758 -0.62287 -0.49796
O 0.02951 1.78110 -1.32590
O -1.52298 -1.45968 3.13816
O -3.38848 2.84019 -2.79155
O 1.30146 -3.15444 0.25770
O -2.86875 -1.02186 -0.41789
O 2.50102 4.42590 1.20367
O -4.72333 1.23401 2.67340
*
```

- SMILES = O.O.O.O.O.O.O.O.O.O.O.O

Atomic partial charges in e from the natural (NBO) method, atoms 1 to 2: H 0.451; H 0.485

=====

6.
Formula: H24O12
Source: the Open Molecules 2025 dataset
Level of theory: wB97M-V/def2-TZVPD

The geometry in ORCA input format:
```
! wB97M-V def2-TZVPD RIJCOSX def2/J DEFGRID3
* xyz 0 1
H 0.34843 0.42041 0.04493
H -0.73296 -0.64586 -0.01586
H -0.72151 3.92756 -0.12269
H 0.74376 4.09792 -0.48874
H -0.75620 0.05834 3.07762
H 0.53110 0.55893 2.44333
H 4.18410 2.00835 0.15026
H 3.35325 0.98614 0.90841
H 0.00560 -4.82150 -0.42136
H -0.44449 -6.11885 -1.07278
H 0.44008 5.84613 1.62709
H -0.07622 4.45502 1.95613
H -2.75753 -0.67945 -1.91661
H -3.43975 0.22918 -0.90716
H 3.04652 -1.32502 1.02583
H 1.58977 -0.99270 1.30422
H 3.97052 -0.37270 2.80739
H 2.78966 -1.22604 3.24031
H -4.04319 2.72325 0.45489
H -5.23879 3.14919 -0.38128
H -2.75909 -3.42812 -4.29517
H -2.80778 -2.95659 -2.85110
H 1.09034 -3.11906 -2.81563
H 2.50917 -3.04393 -2.27588
O -0.45318 0.17734 -0.43185
O 0.16860 3.78010 0.21636
O -0.19669 -0.05682 2.30130
O 3.35120 1.52504 0.10931
O 0.07916 -5.77894 -0.33844
O -0.31735 5.26530 1.49322
O -2.56933 -0.06588 -1.19751
O 2.15930 -1.43742 0.66637
O 3.02412 -0.48825 2.66613
O -4.38256 3.45978 -0.06601
O -2.61441 -3.73083 -3.39161
O 1.64804 -2.61575 -2.21178
*
```

- SMILES = O.O.O.O.O.O.O.O.O.O.O.O

Atomic partial charges in e from the natural (NBO) method, atoms 1 to 2: H 0.458; H 0.465

=====

In order of appearance, DFT total energy = -24959.712 -24960.161 -24958.835 -24956.454 -24957.256 -24956.208 eV.
In order of appearance, energy above the lowest of the compared OMol25 structures with the same formula, charge and spin = 1.9824 1.5330 2.8592 5.2402 4.4380 5.4859 eV.